Record 1
{"formula": "C4H16O4", "method": "ωB97M-V/def2-TZVPD", "symbols": ["C", "C", "C", "C", "H", "H", "H", "H", "H", "H", "H", "H", "H", "H", "O", "H", "H", "O", "H", "H", "O", "H", "H", "O"], "positions_angstrom": [[0.969706, -2.219896, -0.668412], [0.743069, -0.749677, -0.466709], [1.681671, 0.135120, -0.162585], [1.394782, 1.582534, 0.129352], [1.661256, -2.441736, -1.482409], [1.521605, -2.674576, 0.167884], [0.041166, -2.773445, -0.764094], [-0.282490, -0.398758, -0.517105], [2.718997, -0.169779, -0.042586], [0.833022, 2.019739, -0.690186], [0.843306, 1.752674, 1.061048], [2.291708, 2.193527, 0.287330], [-0.448595, -0.448454, 2.897858], [0.934099, -0.060871, 3.564034], [0.245675, -0.724881, 3.515843], [-0.480939, 0.370075, -3.387548], [-0.818792, -0.806321, -2.471553], [-1.224457, -0.107516, -3.006330], [-1.809225, 1.812657, -0.990021], [-2.525689, 0.676222, -1.642844], [-2.523071, 1.184686, -0.815299], [-1.782694, 0.874905, 1.088584], [-2.392198, 0.289718, 2.379320], [-1.591912, 0.684054, 2.016427]], "forces_ev_per_angstrom": [[0.8, -0.4, 0.5], [0.2, -0.1, 0.1], [0.1, 0.2, 0.4], [0.2, 0.4, 0.3], [-0.4, 0.1, -0.5], [-0.4, 0.3, 0.2], [0.0, -0.1, -0.2], [-0.1, 0.0, 0.1], [-0.1, -0.2, -0.1], [-0.1, 0.2, -0.1], [-0.2, -0.4, -0.2], [0.0, -0.3, -0.4], [0.6, 0.5, 0.0], [-0.2, 0.2, -0.3], [0.0, -0.8, 0.4], [0.0, 0.0, 0.0], [0.0, 0.2, -0.2], [0.0, -0.3, 0.0], [-0.2, 0.0, 0.1], [0.0, -0.1, 0.2], [0.3, 0.2, -0.1], [-0.3, -0.2, -0.1], [-0.1, 0.2, -0.1], [0.0, 0.0, 0.1]], "smiles": "C/C=C/C.O.O.O.O", "homo_energy_ev": -9.4, "e_tot_ha": -462.9327, "lumo_ev": 0.469, "homo_lumo_gap_ev": 9.86}

Record 2
{"formula": "C5H9N3O", "method": "ωB97M-V/def2-TZVPD", "symbols": ["C", "C", "C", "C", "C", "N", "N", "N", "O", "H", "H", "H", "H", "H", "H", "H", "H", "H"], "positions_angstrom": [[-0.814326, 1.829324, -2.590684], [1.347755, -1.023010, -0.315029], [0.435626, -0.040638, 1.814223], [-1.215069, -0.739235, 0.197686], [0.217029, -0.201309, 0.341583], [-1.788025, 2.398702, -2.910521], [-0.006417, 0.960228, -2.168490], [0.107315, 1.122753, -0.249168], [-0.226690, 2.096562, 0.361945], [0.839281, -2.048550, -0.502012], [1.640883, -0.579860, -1.223141], [2.258897, -0.952827, 0.384553], [-0.450544, 0.366592, 2.248562], [1.396989, 0.523131, 1.861007], [0.579831, -1.080890, 2.185049], [-1.368186, -0.908139, -0.877759], [-1.171039, -1.645459, 0.785073], [-1.783309, -0.077377, 0.657121]], "forces_ev_per_angstrom": [[-2.1, 0.4, 0.8], [-0.9, -0.9, 1.7], [1.8, -1.0, -0.3], [3.7, -3.0, -2.9], [0.2, -0.2, 0.5], [0.0, 1.0, -0.6], [2.6, -1.6, 2.4], [-1.2, 2.6, -2.6], [0.7, -1.9, -0.9], [1.7, 1.4, 0.4], [0.2, 0.3, -1.3], [-1.4, -0.8, -1.0], [0.0, 0.7, 0.8], [-0.9, -0.2, 1.0], [0.1, 0.8, 0.1], [-0.7, 0.0, 0.6], [-0.4, -0.5, -0.1], [-3.3, 2.9, 1.6]], "homo_energy_ev": [-9.0, -8.8], "e_tot_ha": -435.1842, "lumo_ev": [-1.694, -1.873], "homo_lumo_gap_ev": [7.26, 6.93]}

Record 3
{"formula": "C15H13N4O2PdS2", "method": "ωB97M-V/def2-TZVPD", "symbols": ["Pd", "C", "C", "N", "N", "C", "N", "S", "C", "C", "C", "C", "C", "N", "H", "H", "H", "H", "H", "H", "H", "H", "H", "O", "C", "O", "C", "C", "C", "C", "C", "C", "S", "H", "H", "H", "H"], "positions_angstrom": [[-0.200220, 1.620959, -0.361243], [3.813222, 0.773236, 0.647441], [2.337724, 0.857066, 0.489789], [1.754434, 1.673949, -0.321868], [2.470637, 2.509156, -1.122271], [1.702785, 3.323389, -1.804511], [2.282147, 4.217678, -2.606538], [-0.065543, 3.352353, -1.756553], [1.429967, -0.005224, 1.282330], [1.878397, -0.980736, 2.149635], [0.943859, -1.727003, 2.861396], [-0.403828, -1.471266, 2.701101], [-0.790468, -0.481671, 1.808513], [0.104154, 0.215599, 1.122863], [4.296546, 1.588180, 0.119854], [4.177063, -0.173277, 0.240146], [4.080398, 0.808613, 1.703867], [3.285613, 4.297391, -2.617941], [1.733874, 4.856140, -3.155015], [2.936593, -1.158504, 2.273345], [1.276474, -2.497842, 3.543350], [-1.154071, -2.022546, 3.248674], [-1.827665, -0.228311, 1.630076], [-4.107327, 1.347411, -1.307059], [-3.061246, 0.934051, -0.884195], [-2.165330, 1.713105, -0.292492], [-2.759147, -0.549678, -0.929833], [-3.771551, -1.420162, -0.569710], [-3.529622, -2.788474, -0.489182], [-2.267800, -3.302304, -0.755608], [-1.239556, -2.445052, -1.105219], [-1.489913, -1.073085, -1.236948], [-0.253415, -0.105154, -1.942018], [-4.750595, -1.014906, -0.352332], [-4.331215, -3.456505, -0.203091], [-2.087558, -4.366168, -0.685345], [-0.247815, -2.820391, -1.323393]], "forces_ev_per_angstrom": [[-0.6, -0.3, 0.0], [0.0, 0.0, 0.0], [0.0, -0.1, 0.0], [0.4, 0.0, 0.0], [-0.1, 0.0, 0.0], [0.1, 0.0, 0.0], [0.0, 0.0, 0.0], [0.1, -0.1, -0.2], [0.0, 0.0, 0.0], [0.0, 0.0, 0.0], [0.0, 0.0, 0.0], [0.0, 0.0, 0.0], [0.0, 0.1, 0.0], [0.2, -0.2, 0.0], [0.0, 0.0, 0.0], [0.0, 0.0, 0.0], [0.0, 0.0, 0.0], [0.0, 0.0, 0.0], [0.0, 0.0, 0.0], [0.0, 0.0, 0.0], [0.0, 0.0, 0.0], [0.0, 0.0, 0.0], [0.0, 0.0, 0.0], [-0.1, -0.1, 0.2], [0.2, 0.1, -0.4], [-0.1, 0.0, 0.0], [0.0, 0.0, 0.1], [0.0, 0.0, 0.0], [0.0, 0.0, 0.0], [0.0, 0.0, 0.0], [0.1, 0.1, -0.1], [-0.2, 0.0, 0.2], [0.2, 0.5, 0.0], [0.0, 0.0, 0.0], [0.0, 0.0, 0.0], [0.0, 0.0, 0.0], [0.0, 0.0, 0.0]], "homo_energy_ev": -12.0, "e_tot_ha": -1872.9386, "lumo_ev": -6.056, "total_charge": 1, "homo_lumo_gap_ev": 5.93}

Record 4
{"formula": "C36H29AsNOPS4V", "method": "ωB97M-V/def2-TZVPD", "symbols": ["V", "O", "C", "S", "C", "C", "S", "S", "S", "C", "C", "As", "C", "C", "C", "C", "C", "C", "C", "C", "C", "C", "C", "C", "P", "C", "C", "C", "C", "C", "C", "C", "C", "C", "C", "C", "C", "H", "H", "H", "H", "H", "H", "H", "H", "H", "H", "H", "H", "H", "H", "H", "H", "H", "H", "H", "H", "H", "H", "H", "H", "N", "C", "C", "C", "C", "C", "C", "C", "H", "H", "H", "H", "H"], "positions_angstrom": [[0.967287, 1.326591, 0.975341], [-2.888861, 4.335207, 3.161429], [-1.790189, 3.969929, 2.866970], [-0.943840, 4.476283, 1.389283], [0.492469, 3.498624, 1.626315], [0.538101, 2.723729, 2.769205], [1.730458, 1.492745, 3.082618], [-0.847646, 2.818325, 3.839502], [1.627840, 3.369055, 0.311005], [4.120955, -0.062633, 0.031752], [5.038425, -1.135335, -0.542387], [6.891640, -0.812090, 0.087478], [7.723430, -2.450733, -0.556335], [9.032019, -2.696460, -0.143975], [9.700440, -3.837182, -0.559219], [9.072677, -4.740042, -1.407447], [7.776884, -4.496541, -1.834354], [7.103236, -3.357548, -1.408882], [6.504362, -1.380494, 1.922249], [6.241536, -0.392694, 2.869251], [5.861735, -0.733579, 4.162282], [5.766625, -2.069642, 4.524661], [6.049877, -3.060425, 3.592617], [6.408727, -2.718654, 2.296306], [2.336995, -0.416235, -0.106742], [2.033147, -1.947228, 0.813203], [2.835790, -2.310165, 1.892974], [2.511591, -3.427487, 2.649584], [1.389432, -4.180754, 2.340317], [0.582954, -3.818893, 1.268950], [0.899693, -2.704499, 0.510300], [1.995234, -0.761476, -1.846767], [1.478244, 0.262523, -2.637736], [1.266983, 0.059901, -3.994108], [1.565704, -1.169656, -4.561728], [2.076063, -2.197067, -3.777428], [2.292988, -1.996277, -2.424252], [4.284382, 0.900887, -0.458410], [4.305636, 0.108234, 1.097475], [5.020799, -1.103589, -1.632530], [4.736470, -2.133818, -0.218671], [9.534328, -1.993593, 0.511888], [10.713968, -4.018768, -0.226433], [9.595378, -5.627930, -1.737618], [7.285480, -5.194203, -2.500354], [6.090668, -3.190401, -1.754147], [6.344115, 0.653564, 2.600717], [5.660449, 0.043015, 4.889039], [5.489104, -2.338420, 5.535794], [5.995630, -4.103999, 3.877113], [6.624581, -3.499360, 1.575882], [3.721423, -1.741151, 2.153067], [3.146721, -3.705582, 3.479705], [1.142858, -5.052268, 2.932053], [-0.290948, -4.407628, 1.023342], [0.271451, -2.429189, -0.329286], [1.245630, 1.227268, -2.197835], [0.870147, 0.859858, -4.604541], [1.399786, -1.330550, -5.618651], [2.306831, -3.155388, -4.223323], [2.685244, -2.800237, -1.813471], [-1.005096, 0.802216, 0.698746], [-2.151302, 0.756606, 0.619935], [-3.569799, 0.705583, 0.523503], [-4.166601, -0.097636, -0.451190], [-5.545221, -0.125077, -0.536244], [-6.310390, 0.639031, 0.337449], [-5.709463, 1.436027, 1.303710], [-4.331660, 1.477054, 1.405478], [-3.555093, -0.683709, -1.123645], [-6.025801, -0.740381, -1.283800], [-7.389316, 0.613324, 0.262925], [-6.314023, 2.028224, 1.976153], [-3.849247, 2.095517, 2.150022]], "forces_ev_per_angstrom": [[0.1, 0.0, 0.0], [0.0, 0.0, 0.0], [0.0, 0.0, 0.0], [0.0, 0.0, 0.0], [0.0, 0.0, 0.0], [-0.1, 0.0, 0.0], [0.0, 0.0, 0.0], [0.0, 0.0, 0.0], [0.0, 0.0, 0.0], [0.0, 0.0, 0.0], [0.0, 0.0, 0.0], [0.0, 0.0, 0.0], [0.0, 0.0, 0.0], [0.0, 0.0, 0.0], [0.0, 0.0, 0.0], [0.0, 0.0, 0.0], [0.0, 0.0, 0.0], [0.0, 0.0, 0.0], [0.0, 0.0, 0.0], [0.0, 0.0, 0.0], [0.0, 0.0, 0.0], [0.0, 0.0, 0.0], [0.0, 0.0, 0.0], [0.0, 0.0, 0.0], [0.0, -0.1, 0.0], [0.0, 0.0, 0.0], [0.0, 0.0, 0.0], [0.0, 0.0, 0.0], [0.0, 0.0, 0.0], [0.0, 0.0, 0.0], [0.0, 0.0, 0.0], [0.0, 0.0, 0.0], [0.0, 0.0, 0.0], [0.0, 0.0, 0.0], [0.0, 0.0, 0.0], [0.0, 0.0, 0.0], [0.0, 0.0, 0.0], [0.0, 0.0, 0.0], [0.0, 0.0, 0.0], [0.0, 0.0, 0.0], [0.0, 0.0, 0.0], [0.0, 0.0, 0.0], [0.0, 0.0, 0.0], [0.0, 0.0, 0.0], [0.0, 0.0, 0.0], [0.0, 0.0, 0.0], [0.0, 0.0, 0.0], [0.0, 0.0, 0.0], [0.0, 0.0, 0.0], [0.0, 0.0, 0.0], [0.0, 0.0, 0.0], [0.0, 0.0, 0.0], [0.0, 0.0, 0.0], [0.0, 0.0, 0.0], [0.0, 0.0, 0.0], [0.0, 0.0, 0.0], [0.0, 0.0, 0.0], [0.0, 0.0, 0.0], [0.0, 0.0, 0.0], [0.0, 0.0, 0.0], [0.0, 0.0, 0.0], [0.0, 0.0, 0.0], [0.0, 0.0, 0.0], [0.0, 0.0, 0.0], [0.0, 0.0, 0.0], [0.0, 0.0, 0.0], [0.0, 0.0, 0.0], [0.0, 0.0, 0.0], [0.0, 0.0, 0.0], [0.0, 0.0, 0.0], [0.0, 0.0, 0.0], [0.0, 0.0, 0.0], [0.0, 0.0, 0.0], [0.0, 0.0, 0.0]], "multiplicity": 3, "s2": 2.0393, "homo_energy_ev": [-10.6, -10.6], "e_tot_ha": -6632.9784, "lumo_ev": [-3.848, -3.443], "total_charge": 1, "homo_lumo_gap_ev": [6.76, 7.16]}

Question: Number 2 is which compound?
Answer: C5H9N3O

Question: What is the formula in the fourth record?
Answer: C36H29AsNOPS4V